1.
This record from OMol25 describes a molecular structure, C40H43ClHfNO7PS2. The level of theory is ωB97M-V with the def2-TZVPD basis set.

XYZ file:
```
96
Properties=species:S:1:pos:R:3
Hf 0.28570 -0.05785 0.79330
N 2.03935 1.12035 1.85656
C 2.90636 -0.01958 2.28140
C 2.00124 -1.12698 2.79408
O 2.40160 -2.11496 3.31819
O 0.70099 -0.81020 2.59015
H 2.62637 1.83975 1.45641
H 1.61821 1.51290 2.69094
H 3.60927 0.22221 3.07332
H 3.47513 -0.38754 1.43097
O -0.86213 1.37302 1.92336
S -1.95602 2.30744 2.46082
C -2.82535 1.33620 3.69981
C -3.59711 0.11710 3.17314
C -3.31035 -1.15685 3.97272
C -1.91299 -1.72148 3.78777
S -1.40311 -2.37728 2.17857
O -1.45614 -1.14896 1.16585
C -2.84259 -3.31498 1.79235
C -3.97456 -2.76662 1.20649
C -5.08021 -3.58006 1.01292
C -5.04589 -4.91364 1.41104
C -3.90020 -5.44807 1.98585
C -2.78137 -4.64893 2.17363
C -3.23441 2.44606 1.24093
C -4.17932 3.43347 1.49523
C -5.22212 3.60547 0.59892
C -5.29655 2.81455 -0.54204
C -4.33197 1.84487 -0.78892
C -3.29066 1.65319 0.10681
H -3.46865 2.07447 4.18497
H -2.04085 1.07373 4.41615
H -3.34827 -0.05647 2.12723
H -4.66448 0.32774 3.20610
H -4.05759 -1.90916 3.72046
H -3.42084 -0.95984 5.04265
H -1.76234 -2.60475 4.41844
H -1.12491 -1.01118 4.03521
H -3.99687 -1.72558 0.90316
H -5.97225 -3.17185 0.55367
H -5.91764 -5.54072 1.26711
H -3.86871 -6.49114 2.27444
H -1.86792 -5.06209 2.59399
H -4.10429 4.06655 2.37662
H -5.96997 4.36583 0.78734
H -6.10730 2.95954 -1.24496
H -4.39263 1.23285 -1.68006
H -2.55264 0.88235 -0.08329
Cl -0.07764 2.50790 -0.51682
C 1.16038 3.25298 -1.53390
C 0.90587 4.54933 -1.94604
C 1.84354 5.17078 -2.75349
C 3.00220 4.49724 -3.12983
C 3.23060 3.20632 -2.68635
C 2.30475 2.54809 -1.87114
P 2.64253 0.87985 -1.18977
C 2.86083 -0.14351 -2.67522
C 3.34470 -1.44440 -2.50016
C 3.52211 -2.28428 -3.58793
C 3.17360 -1.85054 -4.86171
C 2.64407 -0.57913 -5.03836
C 2.49082 0.27531 -3.95117
C 4.35434 1.22747 -0.56480
C 5.46902 0.42818 -0.80412
C 6.70832 0.75901 -0.25993
C 6.85291 1.88404 0.53414
C 5.75320 2.70124 0.76661
C 4.52255 2.37629 0.21877
H -0.00180 5.05922 -1.64495
H 1.66647 6.18571 -3.08975
H 3.73253 4.98665 -3.76346
H 4.14376 2.69225 -2.96651
H 3.55757 -1.81737 -1.50428
H 3.92035 -3.28150 -3.44020
H 3.30477 -2.50701 -5.71373
H 2.35534 -0.24270 -6.02791
H 2.09276 1.27011 -4.11327
H 5.40228 -0.44699 -1.43032
H 7.56457 0.12906 -0.47003
H 7.81774 2.13449 0.95739
H 5.85958 3.60288 1.35696
H 3.70321 3.07947 0.34953
C -2.02546 -2.29959 -1.68175
C -0.57270 -1.87359 -1.66686
C 0.13811 -2.37550 -2.91297
O -0.47416 -0.40590 -1.50994
C 0.21514 -2.43477 -0.46279
O -0.02133 -3.51785 -0.01790
O 1.17313 -1.58698 -0.02306
H -2.44318 -2.15320 -2.67898
H -2.60731 -1.72775 -0.96481
H -2.09797 -3.35608 -1.42585
H -0.42224 -2.09369 -3.80786
H 0.17773 -3.46594 -2.87096
H 1.15243 -1.99655 -2.98368
H -0.54302 -0.00192 -2.38068
```

Its total charge is +2. The calculation puts the lowest unoccupied orbital energy at -4.6 eV. The calculation puts the relative energy (zero: lowest compared OMol25 entry of this formula, charge and spin) at 22.6 kcal/mol. For the total energy, the calculation gives -3777.1413 Eh. The multiplicity is 1.


2.
This record from OMol25 describes a molecular structure, C40H43ClIN3O5PSe2Ti. The level of theory is ωB97M-V with the def2-TZVPD basis set.

XYZ file:
```
97
Properties=species:S:1:pos:R:3
Ti 0.57751 0.43825 0.04535
C -1.69973 2.55763 2.86454
C -0.53306 2.31766 1.96117
O -0.60361 1.32879 1.21429
C 0.63514 3.17510 1.92976
C 0.71447 4.26293 2.82363
C 1.77163 5.13076 2.80035
C 2.79566 4.92331 1.85890
C 2.74983 3.87557 0.97639
C 1.66724 2.97411 0.98372
O 1.66160 1.99035 0.11173
H -2.48407 1.84893 2.60846
H -2.07446 3.57805 2.76902
H -1.40600 2.40600 3.90598
H -0.08451 4.41671 3.53798
H 1.81420 5.96565 3.48533
H 3.63556 5.60667 1.82665
H 3.52653 3.72296 0.23892
Se -3.28568 -1.16328 1.16637
P -2.04315 -2.54261 0.11653
Se 0.13642 -2.30558 0.24072
C -2.38779 -4.25773 0.68331
C -3.68602 -4.60793 1.05102
C -3.97415 -5.89967 1.46675
C -2.96940 -6.85740 1.52385
C -1.67734 -6.51743 1.15406
C -1.38807 -5.22532 0.73300
C -2.47335 -2.60491 -1.66233
C -1.58386 -3.14114 -2.59114
C -1.93354 -3.22030 -3.93092
C -3.17668 -2.76987 -4.35539
C -4.06903 -2.24222 -3.43354
C -3.71973 -2.15940 -2.09053
H -4.46431 -3.85407 1.02928
H -4.98597 -6.15734 1.75354
H -3.19260 -7.86248 1.85897
H -0.88731 -7.25710 1.19240
H -0.37696 -4.96718 0.44773
H -0.61426 -3.49328 -2.26104
H -1.22849 -3.62750 -4.64477
H -3.44703 -2.82846 -5.40248
H -5.04051 -1.89060 -3.75804
H -4.40394 -1.73603 -1.36554
C -1.63184 5.00452 -4.88869
C -1.53817 5.13694 -3.39447
C -1.15366 6.32403 -2.79441
C -1.05673 6.41843 -1.41431
Cl -0.54234 7.92779 -0.68716
C -1.35773 5.34257 -0.60968
C -1.74420 4.14107 -1.19569
C -1.81995 4.03989 -2.57485
O -2.20932 2.91343 -3.22942
C -2.18223 1.67322 -2.56141
C -0.80560 1.21884 -2.12134
O 0.21344 1.79461 -2.46087
O -0.80382 0.15799 -1.34879
H -1.46785 5.96791 -5.37040
H -2.60682 4.62150 -5.19142
H -0.88855 4.29583 -5.25938
H -0.92410 7.18616 -3.40829
H -1.28689 5.43737 0.46402
H -1.98899 3.29297 -0.56896
H -2.51613 0.94347 -3.30041
H -2.87778 1.62946 -1.71980
I 1.58591 -1.71580 -5.43514
C 2.43086 -0.81075 -3.77948
C 3.62718 -0.12407 -3.86605
C 4.13045 0.45821 -2.71477
C 3.40424 0.35447 -1.54583
N 2.24202 -0.29570 -1.45617
C 1.77260 -0.88371 -2.56193
H 4.15275 -0.03967 -4.80811
H 5.06883 0.99476 -2.72238
H 3.75900 0.82397 -0.63738
H 0.83840 -1.41979 -2.44960
C 2.03089 -3.85017 4.21835
C 2.28685 -2.40652 4.63686
N 2.57019 -1.51649 3.50942
C 3.92469 -1.54512 2.96294
C 4.07068 -2.41286 1.71471
C 1.58744 -0.85927 2.85159
C 0.19180 -0.96612 3.38888
N 1.80349 -0.14188 1.78919
H 1.60387 -4.41481 5.04871
H 2.95211 -4.34921 3.91442
H 1.33164 -3.88956 3.38024
H 3.14146 -2.34624 5.31213
H 1.43312 -2.01949 5.18426
H 4.57272 -1.91697 3.75604
H 4.25044 -0.52054 2.76366
H 3.91669 -3.46505 1.95303
H 5.07278 -2.30182 1.29605
H 3.34536 -2.14318 0.94585
H 0.14329 -0.49265 4.37340
H -0.11725 -2.00580 3.48250
H -0.51294 -0.48342 2.71909
H 2.78651 -0.09340 1.54720
```

The calculation puts the lowest unoccupied orbital energy (spin up / spin down) at -0.3 / -0.5 eV. The calculation puts the relative energy (zero: lowest compared OMol25 entry of this formula, charge and spin) at 0.0 kcal/mol. For the total energy, the calculation gives -8842.3306 Eh. The multiplicity is 2.


3.
This record from OMol25 describes a molecular structure, C40H43CsN5O6PS. The level of theory is ωB97M-V with the def2-TZVPD basis set.

XYZ file:
```
97
Properties=species:S:1:pos:R:3
Cs -0.31882 0.47008 -1.65565
C 1.95824 -4.33438 0.39599
N 1.80084 -3.62966 -0.86411
C 1.58037 -4.54939 -1.95779
C 1.27285 -3.82592 -3.22712
N 0.83323 -2.60904 -3.30390
C 0.60282 -2.39229 -4.66068
C 0.12568 -1.26549 -5.32334
C -0.00918 -1.33027 -6.69675
C 0.32799 -2.48821 -7.41121
C 0.80586 -3.61636 -6.77128
C 0.93216 -3.54204 -5.39047
N 1.36513 -4.44982 -4.44173
C 2.07908 -3.37653 1.53590
N 1.11697 -2.61274 1.96572
C 1.65392 -1.92890 3.05033
C 1.06666 -0.98732 3.89631
C 1.84371 -0.45339 4.90294
C 3.18056 -0.84189 5.08108
C 3.77590 -1.78073 4.26065
C 2.98571 -2.31266 3.24835
N 3.22759 -3.25425 2.26662
H 1.12525 -5.02169 0.61398
H 2.86398 -4.94593 0.33857
H 1.03168 -2.96978 -0.80515
H 2.47872 -5.16045 -2.10103
H 0.75658 -5.25883 -1.75914
H -0.16199 -0.37497 -4.78508
H -0.38511 -0.46965 -7.23340
H 0.21026 -2.49913 -8.48634
H 1.06458 -4.50927 -7.32467
H 1.69475 -5.38512 -4.60387
H 0.03980 -0.67719 3.75431
H 1.41732 0.28569 5.56824
H 3.75715 -0.39599 5.88021
H 4.80551 -2.08041 4.40376
H 4.09760 -3.71457 2.06720
C -1.76157 -1.71176 1.91814
O -2.33580 -2.15328 0.70866
C -3.25816 -1.23320 0.18962
C -3.77813 -1.73615 -1.13263
O -2.75988 -1.66980 -2.11540
C -3.25326 -1.41640 -3.42190
C -3.44719 0.06446 -3.70224
O -2.22101 0.62463 -4.12704
C -2.36771 1.98101 -4.52822
H -2.52987 -1.54611 2.68566
H -1.21601 -0.76857 1.77501
H -1.06362 -2.47853 2.23746
H -2.78186 -0.25348 0.03787
H -4.10625 -1.08092 0.87507
H -4.63897 -1.12138 -1.42050
H -4.11746 -2.77404 -1.02821
H -4.20146 -1.94218 -3.58444
H -2.51673 -1.81316 -4.12344
H -3.80164 0.58209 -2.79893
H -4.20823 0.21068 -4.48212
H -3.05249 2.04797 -5.38135
H -1.38492 2.34648 -4.81768
H -2.73362 2.59709 -3.70507
O -0.76285 4.40823 -2.67783
S -0.68871 3.54637 -1.52374
O 0.59134 2.84148 -1.36532
O -1.82532 2.62458 -1.38610
C -0.75102 4.54735 -0.05428
C -1.06235 5.88964 -0.16285
C -1.10046 6.68258 0.97681
C -0.82753 6.12243 2.21201
C -0.51895 4.77134 2.31267
C -0.47106 3.95774 1.18430
P -0.08900 2.15046 1.31525
C -0.69667 1.85968 3.02392
C -2.07023 1.67286 3.17954
C -2.61989 1.44188 4.42952
C -1.79893 1.37398 5.54846
C -0.43107 1.54909 5.40598
C 0.11630 1.79471 4.15261
C 1.71698 2.11744 1.55229
C 2.30191 0.85496 1.62464
C 3.66912 0.71655 1.80518
C 4.47204 1.84572 1.88910
C 3.90135 3.10583 1.78828
C 2.53045 3.24333 1.62297
H -1.26068 6.29896 -1.14348
H -1.34032 7.73451 0.89544
H -0.85345 6.73330 3.10485
H -0.31709 4.34610 3.28709
H -2.71666 1.71353 2.30898
H -3.68939 1.30803 4.53125
H -2.22562 1.18627 6.52495
H 0.21567 1.50218 6.27334
H 1.18621 1.93333 4.05451
H 1.68410 -0.03607 1.54421
H 4.10232 -0.27071 1.87921
H 5.54133 1.74432 2.02244
H 4.52478 3.98966 1.83606
H 2.09583 4.23133 1.54196
```

The calculation puts the lowest unoccupied orbital energy at 0.2 eV. The calculation puts the relative energy (zero: lowest compared OMol25 entry of this formula, charge and spin) at 0.0 kcal/mol. For the total energy, the calculation gives -3034.9983 Eh. The multiplicity is 1.